No. 1
8
Properties=species:S:1:pos:R:3:forces:R:3 method="wB97M-V/def2-TZVPD" de_lowest_ev=0.333 smiles="O=[N+]([O-])OS(=O)(=O)[O-]" lumo_ha=0.1512 charge=-1
O 0.985 0.974 0.914 -0.294 0.121 0.820
N -0.074 0.504 1.270 1.269 1.198 0.554
O -0.453 0.374 2.401 -0.359 -0.118 1.003
O -0.926 0.122 0.342 -0.228 -0.299 -1.040
S 0.017 -0.427 -1.067 -1.593 2.430 -3.409
O -1.095 -1.117 -1.710 0.975 0.915 0.262
O 0.979 -1.226 -0.450 1.919 -2.196 1.175
O 0.568 0.795 -1.699 -1.689 -2.049 0.635

No. 2
52
Properties=species:S:1:pos:R:3:forces:R:3 method="wB97M-V/def2-TZVPD" de_lowest_ev=18.698 lumo_ha=-0.0270
C 1.551 3.221 -1.635 1.123 2.715 -4.045
H 2.348 3.818 -2.300 -1.531 -0.672 1.674
H 1.334 2.475 -2.359 -0.744 -0.968 -0.371
C 2.254 2.678 -0.490 -1.820 1.642 2.442
N 1.399 1.722 0.252 -3.081 6.065 4.986
S 1.239 0.199 0.122 -1.591 -3.159 -4.169
O 0.313 -0.448 1.175 3.220 2.578 -3.673
O 1.014 0.075 -1.449 0.065 -0.958 5.189
C 2.924 -0.241 0.292 2.222 -0.745 4.774
C 3.728 -0.899 -0.651 -9.655 4.156 -3.102
C 4.921 -1.105 -0.387 5.850 -4.378 -7.063
C 5.444 -1.078 0.755 12.902 -5.571 1.443
C 4.851 -0.771 1.769 -7.543 8.044 14.259
C 3.558 -0.043 1.685 1.414 -4.726 -8.361
Cl 2.621 0.584 2.770 -1.692 1.926 4.484
H 5.189 -0.517 2.990 -0.138 -1.615 -3.791
H 6.586 -1.694 1.085 -3.351 2.109 -1.771
Cl 5.840 -2.082 -1.598 -0.092 0.697 -0.033
H 3.323 -0.840 -1.672 0.122 -0.893 0.412
C 0.283 2.550 1.289 1.096 2.288 -5.914
H 0.067 1.841 1.934 -0.934 -3.176 3.585
H 0.532 3.562 1.716 0.873 -1.380 -0.507
C -1.049 2.812 0.534 -3.403 -0.322 -1.067
O -1.937 3.494 1.130 3.389 -2.534 -2.570
N -1.235 2.155 -0.884 4.719 -1.746 5.581
H -0.438 1.371 -0.981 -2.321 2.405 -0.175
C -2.516 1.674 -1.283 -1.833 11.930 -2.303
H -2.479 2.559 -2.268 -1.274 -3.574 1.219
C -2.938 0.353 -1.406 7.315 1.146 -5.772
H -2.068 -0.078 -2.108 -1.439 0.268 1.117
C -2.893 -0.293 -0.257 3.232 -9.109 6.559
N -3.349 -1.800 -0.594 -0.134 2.572 2.179
C -3.980 -2.383 0.653 -0.823 -4.416 -3.283
C -3.079 -3.004 1.723 -2.179 3.287 3.738
O -2.114 -3.825 1.236 1.081 1.317 -1.043
C -1.293 -2.929 0.244 -5.260 -6.544 -2.210
C -2.219 -2.639 -1.102 -10.495 -6.396 13.751
H -1.647 -2.104 -1.409 11.514 10.641 -9.192
H -2.737 -3.469 -1.385 0.028 -2.603 -1.698
H -0.751 -3.757 -0.066 1.932 -1.258 -1.011
H -0.684 -2.366 0.783 1.908 3.496 1.990
H -3.732 -3.360 2.755 1.597 0.030 -3.274
H -2.665 -2.045 2.230 0.295 -1.185 -0.535
H -4.816 -1.887 1.061 -0.416 1.715 0.500
H -4.618 -3.244 0.150 1.274 0.845 0.994
H -1.773 -0.404 0.282 -2.928 0.762 -1.389
H -3.566 -0.053 0.491 -1.354 1.101 1.452
H -3.694 0.162 -1.976 -5.160 -0.461 -3.062
H -3.229 2.426 -0.724 0.762 -1.911 -0.285
H 2.442 3.618 0.178 0.354 -2.269 -0.574
H 3.076 2.132 -0.791 2.201 -0.667 -0.421
H 0.663 3.873 -1.511 0.702 -0.501 0.338

No. 3
279
Properties=species:S:1:pos:R:3:forces:R:3 method="wB97M-V/def2-TZVPD" multiplicity=2 lumo_ha="-0.3569 / -0.4688" charge=+5
C 1.314 -11.670 2.578 -1.954 0.856 -0.846
C 1.424 -10.919 1.211 2.274 -0.528 0.676
C 1.487 -9.397 1.334 -0.873 -0.088 0.737
O 2.003 -8.718 0.217 0.569 -0.129 -0.878
C 2.694 -7.514 0.611 -1.550 -0.669 1.462
N 2.800 -11.324 0.644 -0.689 -0.447 -0.308
H 3.482 -11.691 1.291 -0.183 -0.339 0.636
H 2.610 -12.027 -0.055 0.400 -0.335 -0.304
H 3.282 -10.561 0.191 0.232 0.962 -0.897
H 0.332 -11.365 2.939 -0.140 -0.060 0.338
H 2.000 -11.395 3.379 0.402 0.063 -0.476
H 1.203 -12.748 2.459 0.421 0.027 -0.122
H 0.730 -11.278 0.450 -0.229 0.145 0.319
H 2.063 -9.207 2.240 0.293 0.262 0.106
H 0.467 -9.069 1.536 -0.166 0.184 0.112
H 2.795 -6.717 -0.126 0.244 -0.847 -0.723
H 3.593 -7.813 1.148 0.408 0.394 -0.303
H 1.995 -7.082 1.327 0.259 0.502 0.443
C 6.767 -4.871 2.649 -0.437 -0.129 0.190
C 7.227 -5.691 1.471 0.489 -1.298 -0.189
C 7.446 -7.213 1.754 -0.577 0.606 -0.730
O 6.215 -7.845 1.877 -0.886 -0.765 0.514
C 6.229 -9.297 2.052 -0.356 0.900 1.154
N 6.148 -5.535 0.378 1.294 1.385 1.623
H 6.155 -6.215 -0.368 -0.285 -1.202 -0.398
H 5.321 -5.486 0.956 -0.891 -0.771 -0.436
H 6.242 -4.604 -0.002 0.110 0.292 -0.459
H 6.761 -3.800 2.444 0.100 0.029 -0.034
H 7.358 -5.049 3.547 0.132 0.009 -0.185
H 5.748 -5.174 2.891 -0.148 0.016 0.268
H 8.187 -5.329 1.103 -0.175 0.152 -0.303
H 8.031 -7.233 2.674 0.338 -0.378 0.023
H 7.921 -7.675 0.888 0.776 0.165 0.088
H 5.258 -9.521 2.492 -0.354 -0.011 -0.656
H 6.848 -9.597 2.897 0.767 0.216 -0.261
H 6.433 -9.882 1.155 0.029 0.398 -0.033
C 4.711 -0.910 -2.451 0.394 0.633 0.139
C 5.341 0.478 -2.146 -0.722 0.261 -0.817
C 4.653 1.704 -2.688 -1.862 -0.013 -1.972
O 3.276 1.946 -2.341 1.685 -0.824 0.520
C 2.748 3.079 -3.018 -1.297 0.635 -0.350
N 5.647 0.666 -0.713 1.082 -0.450 0.947
H 6.053 1.583 -0.593 0.024 0.708 0.206
H 4.950 0.531 0.005 -0.845 0.084 -0.088
H 6.398 0.029 -0.490 0.406 -0.386 0.353
H 4.143 -0.903 -3.382 -0.121 0.332 0.099
H 4.049 -1.213 -1.640 -0.126 -0.068 -0.029
H 5.475 -1.670 -2.615 0.128 0.042 0.315
H 6.334 0.597 -2.578 0.004 -0.452 -0.370
H 4.618 1.447 -3.747 0.189 0.062 -0.339
H 5.245 2.618 -2.693 0.247 0.100 0.718
H 1.821 2.804 -3.521 -0.275 -0.295 0.365
H 3.286 3.505 -3.865 0.932 -0.253 0.362
H 2.519 3.859 -2.291 0.151 0.048 -0.079
C 9.860 -7.705 -2.512 -1.078 0.920 0.804
N 10.917 -6.715 -2.032 0.631 -0.868 -0.869
C 11.509 -6.129 -3.363 0.126 -0.629 1.808
C 10.428 -5.529 -1.244 -0.832 -0.344 -1.338
C 12.013 -7.414 -1.218 0.731 -0.558 0.769
C 11.865 -7.553 0.348 -1.727 -0.394 -0.978
O 10.500 -8.135 0.575 2.072 1.135 -0.065
H 9.217 -7.954 -1.668 0.277 -0.326 0.039
H 10.227 -8.595 -3.024 0.633 0.198 0.442
H 9.215 -7.202 -3.233 0.141 0.282 0.102
H 10.681 -5.743 -3.958 0.176 0.248 0.309
H 12.011 -6.936 -3.897 0.079 0.045 0.169
H 12.202 -5.382 -2.975 -0.001 0.195 -0.793
H 9.870 -4.947 -1.978 0.108 0.443 0.186
H 11.324 -5.003 -0.915 -0.371 0.063 0.250
H 9.713 -5.833 -0.479 0.590 -0.222 0.223
H 12.962 -6.920 -1.428 -0.110 0.366 0.039
H 12.146 -8.411 -1.639 -0.313 -0.034 0.038
H 12.044 -6.662 0.950 -0.691 0.686 -0.524
H 12.640 -8.173 0.799 0.029 -0.741 -0.806
H 10.451 -8.145 1.534 -0.366 -0.333 0.263
C -0.728 -8.471 -11.697 -0.528 0.606 1.774
N -0.465 -8.910 -10.184 -0.547 0.097 -1.036
C -1.799 -9.341 -9.556 0.350 -0.372 0.052
C 0.438 -10.141 -10.394 -0.343 0.398 0.303
C 0.231 -7.731 -9.389 1.291 -2.023 0.335
C 0.862 -8.240 -8.037 -0.540 -0.624 -0.191
O -0.134 -8.559 -7.109 -0.780 -0.477 -0.226
H -1.361 -7.584 -11.670 -0.006 -0.023 0.171
H -1.274 -9.269 -12.200 0.298 -0.050 0.156
H 0.195 -8.186 -12.201 0.108 -0.413 0.332
H -2.249 -10.119 -10.172 0.279 -0.048 -0.079
H -2.562 -8.572 -9.438 0.595 0.559 -0.349
H -1.611 -9.724 -8.552 0.255 0.006 -0.174
H -0.102 -10.812 -11.062 0.087 0.226 -0.138
H 0.660 -10.734 -9.507 -0.262 0.560 0.323
H 1.381 -9.801 -10.822 -0.123 -0.030 -0.011
H -0.457 -6.900 -9.229 -0.041 -0.300 -0.317
H 1.071 -7.512 -10.048 -0.166 0.572 0.111
H 1.622 -7.592 -7.600 -0.212 0.834 -0.466
H 1.426 -9.167 -8.140 0.268 -0.080 -0.973
H 0.032 -8.214 -6.229 -0.083 0.601 0.257
C 0.739 -2.463 -0.673 -1.197 1.578 -0.198
N 0.128 -1.073 -1.113 -0.898 -0.388 0.915
C -1.456 -1.128 -1.247 1.811 -0.356 0.674
C 0.453 -0.034 0.048 -0.540 -1.761 -1.312
C 0.737 -0.606 -2.464 -0.497 -1.170 0.690
C 0.564 -1.614 -3.622 -0.730 1.504 -0.485
O 1.375 -2.716 -3.573 1.663 -0.192 1.053
H 1.820 -2.329 -0.701 -0.129 -0.238 -0.123
H 0.369 -3.261 -1.317 0.262 0.297 -0.231
H 0.389 -2.662 0.340 0.074 0.186 0.005
H -1.744 -1.996 -1.840 0.132 0.373 -0.332
H -1.743 -0.149 -1.631 -0.188 -0.330 -0.133
H -1.860 -1.292 -0.248 0.113 0.195 0.006
H -0.045 0.916 -0.147 0.556 0.034 -0.376
H 1.540 -0.065 0.115 -0.166 0.649 0.042
H 0.010 -0.415 0.969 0.096 -0.237 -0.125
H 1.791 -0.440 -2.242 -0.046 0.321 -0.172
H 0.184 0.304 -2.698 0.386 0.117 -0.078
H 0.811 -1.089 -4.544 0.004 0.698 -0.011
H -0.494 -1.837 -3.763 -0.153 -0.378 0.245
H 0.890 -3.498 -3.849 -0.810 -0.883 -0.262
C 2.858 -3.073 -13.319 0.699 -0.780 -0.805
N 3.081 -4.419 -12.700 0.161 -1.103 -0.564
C 4.307 -5.064 -13.408 0.231 1.106 0.723
C 3.243 -4.187 -11.165 0.413 -1.651 -1.676
C 1.963 -5.387 -13.052 -1.372 -0.966 1.111
C 0.532 -5.076 -12.572 -0.383 1.597 0.216
O 0.236 -5.162 -11.189 1.120 -1.211 -0.458
H 3.753 -2.535 -13.009 -0.784 0.838 0.310
H 1.846 -2.736 -13.093 0.621 0.572 0.449
H 2.975 -3.168 -14.399 -0.294 -0.179 -0.086
H 4.085 -5.167 -14.471 -0.110 0.225 0.176
H 4.670 -6.025 -13.045 -0.831 -0.020 0.520
H 5.141 -4.379 -13.256 -0.059 0.164 -0.226
H 4.141 -3.593 -10.993 -0.380 0.466 -0.315
H 3.500 -5.185 -10.810 -0.530 -0.058 0.507
H 2.297 -3.776 -10.813 0.353 0.097 0.157
H 2.217 -6.367 -12.648 0.487 0.044 0.182
H 1.889 -5.528 -14.131 0.363 0.471 -0.080
H -0.247 -5.640 -13.085 0.572 -0.524 -0.538
H 0.320 -4.051 -12.875 -0.163 0.209 -0.153
H -0.053 -4.283 -10.931 -0.360 1.016 0.516
C 10.410 -7.712 -9.358 1.138 0.906 0.669
N 11.802 -7.112 -9.218 0.834 0.748 1.093
C 12.788 -8.210 -9.612 -0.075 1.076 -0.494
C 11.950 -5.910 -10.118 -0.565 -0.329 -0.668
C 12.187 -6.584 -7.760 -0.956 -0.654 0.304
C 11.113 -5.894 -6.906 -0.509 0.140 0.338
O 10.380 -4.920 -7.591 0.775 -1.247 -1.555
H 10.411 -8.485 -8.589 -0.766 0.135 0.016
H 10.304 -8.167 -10.343 0.172 0.156 0.046
H 9.744 -6.856 -9.245 -0.400 -0.531 0.372
H 12.826 -9.059 -8.929 -0.190 0.422 0.319
H 13.750 -7.707 -9.711 0.096 -0.417 0.026
H 12.451 -8.588 -10.577 0.226 0.140 -0.047
H 11.185 -5.161 -9.910 -0.043 -0.278 0.444
H 11.754 -6.279 -11.125 0.428 0.183 -0.143
H 12.918 -5.423 -10.002 0.039 -0.458 -0.117
H 12.989 -5.846 -7.737 0.254 -0.343 -1.244
H 12.543 -7.474 -7.242 -0.031 0.061 0.083
H 11.602 -5.399 -6.067 0.969 0.147 -0.047
H 10.469 -6.554 -6.325 -0.472 -0.791 -0.628
H 9.695 -4.647 -6.977 -0.255 0.613 0.173
C 1.696 -9.830 -4.104 0.480 0.331 0.242
C 2.770 -9.970 -5.206 -0.951 -0.339 -1.920
C 3.418 -11.373 -5.462 0.475 -0.121 1.467
C 4.493 -11.337 -6.557 -0.194 0.071 0.308
N 5.203 -12.689 -6.957 -1.568 0.496 0.137
C 4.089 -13.699 -7.451 0.851 0.376 0.317
C 3.946 -14.773 -6.307 -0.248 -0.164 -1.038
C 4.805 -14.342 -5.129 0.293 0.630 0.516
C 5.831 -13.351 -5.715 0.098 0.793 -0.409
C 6.171 -12.362 -8.097 1.002 -1.213 0.620
C 7.354 -11.442 -7.717 -0.789 0.450 0.008
C 8.493 -11.346 -8.710 0.186 0.341 -1.032
H 1.220 -8.853 -4.025 0.499 0.546 -0.543
H 2.097 -9.956 -3.099 0.000 -0.596 0.054
H 0.799 -10.416 -4.306 0.383 -0.703 0.099
H 3.566 -9.228 -5.272 0.184 0.063 0.991
H 2.245 -9.707 -6.124 -0.272 -0.165 -0.339
H 2.746 -12.226 -5.562 -0.569 0.383 -0.427
H 3.891 -11.590 -4.504 0.417 -0.185 0.155
H 5.253 -10.632 -6.219 0.344 -0.299 -0.073
H 4.072 -10.858 -7.441 0.171 -0.509 -0.425
H 4.400 -14.110 -8.412 0.490 -0.307 0.294
H 3.271 -13.055 -7.773 -0.446 -0.252 0.775
H 4.329 -15.740 -6.632 0.382 0.221 -0.528
H 2.926 -15.083 -6.081 -0.200 0.793 0.215
H 5.249 -15.209 -4.641 0.478 0.006 -0.423
H 4.293 -13.891 -4.279 -0.471 0.374 -0.411
H 6.785 -13.799 -5.994 -0.212 -0.228 -0.299
H 6.081 -12.484 -5.104 -0.055 -0.360 0.455
H 5.576 -11.999 -8.935 0.032 0.263 0.138
H 6.590 -13.331 -8.367 -0.138 -0.175 -0.183
H 7.902 -11.725 -6.818 -0.947 -0.152 0.574
H 6.876 -10.464 -7.659 0.451 0.318 0.597
H 8.716 -12.288 -9.211 0.000 0.016 -0.050
H 9.411 -11.010 -8.227 0.004 -0.236 0.334
H 8.323 -10.565 -9.450 -0.279 -0.294 -0.340
C 7.887 -7.650 -5.811 -0.544 0.440 -1.029
C 7.291 -6.802 -6.936 2.253 -0.668 -1.414
C 6.379 -5.706 -6.563 -1.544 -0.039 0.049
C 5.053 -6.265 -6.107 -2.066 0.750 -0.002
N 4.213 -5.301 -5.212 1.211 0.362 1.048
C 4.997 -5.143 -3.891 0.688 -0.451 0.620
C 4.007 -5.163 -2.762 -0.317 -0.582 0.218
C 2.884 -6.042 -3.316 -0.249 -0.159 1.248
C 2.858 -5.871 -4.792 -0.549 0.347 -1.211
C 4.045 -3.870 -5.811 0.468 -2.748 -1.713
C 3.385 -3.948 -7.282 0.967 0.628 1.763
C 3.659 -2.614 -7.927 -1.062 1.404 -0.318
H 7.038 -8.293 -5.578 0.214 -0.043 1.133
H 8.264 -6.979 -5.039 -0.219 -0.352 0.421
H 8.664 -8.333 -6.157 0.194 0.164 -0.082
H 6.952 -7.507 -7.695 -0.956 0.161 0.101
H 7.963 -6.202 -7.549 1.319 -0.458 0.308
H 6.241 -5.195 -7.516 -0.362 0.602 0.262
H 6.858 -5.031 -5.853 -0.001 -0.033 0.111
H 5.067 -7.225 -5.590 0.315 0.225 0.448
H 4.406 -6.458 -6.963 0.096 0.018 -0.168
H 5.745 -4.358 -3.784 -0.457 0.625 -1.012
H 5.655 -5.996 -3.723 -0.315 -0.558 -0.611
H 3.695 -4.191 -2.380 -0.260 0.185 -0.395
H 4.422 -5.712 -1.918 0.272 0.054 0.137
H 1.954 -5.774 -2.815 -0.258 -0.264 -0.417
H 3.111 -7.094 -3.142 0.016 0.091 0.462
H 2.060 -5.206 -5.122 0.248 0.253 -0.025
H 2.629 -6.811 -5.294 0.444 0.006 -0.142
H 5.090 -3.560 -5.833 -0.222 0.520 -0.342
H 3.487 -3.314 -5.058 -0.282 0.105 -0.348
H 2.319 -4.130 -7.147 0.054 -0.022 -0.249
H 3.783 -4.629 -8.034 0.261 -0.951 1.012
H 3.862 -2.692 -8.995 -0.173 0.022 0.109
H 4.467 -2.016 -7.505 0.129 -0.314 0.197
H 2.744 -2.034 -7.810 0.181 0.474 -0.334
C 8.162 -1.588 -4.692 1.370 -1.727 -0.155
F 7.664 -1.182 -3.544 -0.688 0.537 1.434
F 7.182 -1.695 -5.558 -0.709 0.027 -0.681
F 9.054 -0.717 -5.089 0.173 0.154 -0.342
S 8.978 -3.291 -4.418 2.556 -0.091 1.008
O 10.256 -2.955 -3.716 -2.659 -0.650 -1.016
O 8.057 -4.137 -3.624 0.338 1.017 -0.465
O 9.192 -3.811 -5.771 -0.973 0.756 1.287
C 5.771 -8.231 -11.048 -2.967 -0.305 1.330
F 5.287 -8.542 -12.277 0.935 1.025 0.958
F 6.804 -8.994 -10.777 0.863 0.332 -0.294
F 6.046 -6.897 -10.890 0.333 -1.481 -0.896
S 4.369 -8.634 -9.748 -1.588 -0.185 0.825
O 3.472 -7.442 -9.849 1.622 -1.586 0.057
O 3.727 -9.903 -10.170 1.136 1.605 0.112
O 5.038 -8.794 -8.423 -0.263 0.625 -1.804
C 4.726 1.267 -6.967 0.359 -1.268 -0.631
F 3.824 0.654 -6.109 1.554 1.263 -0.834
F 5.378 0.264 -7.635 -0.780 1.186 0.788
F 4.081 2.039 -7.822 0.246 -0.541 0.661
S 6.082 2.340 -6.136 -1.442 -2.434 1.829
O 5.278 3.378 -5.519 0.830 -0.324 0.180
O 6.865 1.414 -5.266 -1.433 1.867 -1.321
O 6.902 2.874 -7.192 0.714 0.307 -0.719
C -0.255 -0.534 -8.984 0.374 -0.310 -2.273
F 0.246 0.683 -8.799 0.357 0.120 -0.049
F 0.279 -1.351 -8.075 0.336 -0.315 0.441
F -1.543 -0.481 -8.805 -1.194 0.008 0.431
S 0.056 -1.259 -10.768 -0.248 0.604 -2.264
O -0.627 -0.419 -11.805 1.547 -1.667 3.077
O 1.521 -1.345 -10.888 -0.568 0.483 0.397
O -0.496 -2.620 -10.636 -0.257 0.531 0.333
C -1.334 -5.055 -6.563 -0.383 -1.894 3.236
F -0.176 -4.673 -7.080 -0.155 -0.085 -0.778
F -2.161 -4.016 -6.455 0.327 -0.819 -0.822
F -1.873 -6.145 -7.206 0.557 2.102 -0.106
S -0.999 -5.766 -4.749 -2.086 -0.054 -0.120
O -0.275 -4.686 -4.054 -0.048 0.184 -0.134
O -2.326 -6.071 -4.209 1.832 0.695 -0.778
O -0.141 -6.928 -4.939 0.466 0.079 -0.203
C 6.627 -10.472 -2.133 0.020 0.784 -1.270
F 5.968 -11.534 -2.667 0.637 1.018 1.191
F 7.282 -10.770 -1.013 0.108 -0.566 -0.724
F 7.493 -10.063 -3.118 -0.427 -0.320 1.232
S 5.463 -9.078 -1.688 -5.254 -0.091 -2.497
O 4.684 -8.754 -2.914 2.259 -0.562 1.136
O 4.547 -9.741 -0.754 1.524 -0.099 0.361
O 6.144 -7.928 -1.152 1.567 0.204 0.432